No. 1
This record from the OMol25 dataset describes 2 unconnected molecules or ions with the total composition C3H2Br2 in a non-equilibrium geometry. The level of theory is ωB97M-V with the def2-TZVPD basis set.

Element x y z (Å)
C  -0.34386  0.05384  -0.87869
C  -1.47462  -0.45091  -0.48487
C  -0.28214  -1.05366  0.16974
Br  -3.26611  -0.39325  -0.12767
Br  0.24503  -2.80877  0.07365
H  0.18825  0.81921  -1.37078
H  -0.01954  -0.52586  1.63270

Calculated values
**Electronic energy**: -5263.375433 Eh
**Orbital gap**: 0.37021 Eh
**LUMO energy**: 0.6 eV

No. 2
This record from the OMol25 dataset describes a molecular structure, C3H2Br2NO2 in a non-equilibrium geometry. The level of theory is ωB97M-V with the def2-TZVPD basis set.

Element x y z (Å)
C  -0.92965  0.36322  -0.10954
C  -1.52050  0.96507  1.18330
C  1.17767  -1.12359  -0.11087
N  -0.77914  0.67606  -1.22954
O  -1.20069  2.17292  1.14843
O  -2.16756  0.26556  1.91885
Br  1.91472  -0.66450  -1.84942
Br  2.63115  -1.05334  1.26081
H  1.01332  -2.13997  -0.14791
H  -0.13933  0.53856  -2.06411

Calculated values
**Electronic energy**: -5468.739932 Eh
**Total charge**: -1
**Orbital gap**: 0.26641 Eh
**LUMO energy**: 3.1 eV

No. 3
This record from the OMol25 dataset describes a single C3H2BrClN2 molecule in a non-equilibrium geometry. The level of theory is ωB97M-V with the def2-TZVPD basis set.

Element x y z (Å)
C  -0.98596  -0.60964  0.09225
C  -0.16768  0.43829  -0.44679
C  1.00713  0.93585  0.01275
N  -0.41041  -1.44209  0.85463
N  -0.14337  -2.23159  1.63579
Cl  1.94918  2.08808  -0.75118
Br  -0.77108  1.23065  -2.05315
H  -1.79836  -1.19987  -0.41701
H  1.32056  0.79032  1.07270

Calculated values
**Electronic energy**: -3259.134649 Eh
**Orbital gap**: 0.30761 Eh
**LUMO energy**: 0.0 eV

No. 4
This record from the OMol25 dataset describes a single C3H2BrFN2 molecule in a non-equilibrium geometry. The level of theory is ωB97M-V with the def2-TZVPD basis set.

Element x y z (Å)
C  0.52182  0.08710  -1.45779
C  -0.02671  -0.63003  0.85777
C  0.05856  1.37899  -1.63427
N  0.49809  -0.54966  -0.33946
N  0.31619  -0.00215  1.92316
F  -0.28932  -0.53196  3.05528
Br  -1.55049  2.03364  -1.12580
H  1.19904  -0.31221  -2.20870
H  -0.72717  -1.47372  0.92979

Calculated values
**Electronic energy**: -2898.660916 Eh
**Orbital gap (alpha / beta)**: 0.25545 / 0.26502 Eh
**LUMO energy (alpha / beta)**: -2.2 / -1.9 eV

No. 5
This record from the OMol25 dataset describes 2 unconnected molecules or ions with the total composition C3H2BrNO2 in a non-equilibrium geometry. The level of theory is ωB97M-V with the def2-TZVPD basis set.

Element x y z (Å)
C  0.17386  1.59439  -0.87683
C  -0.17252  1.80059  0.35339
C  0.29993  -1.73541  0.32096
N  -0.10252  -2.67479  -0.33781
O  0.66190  -0.73271  0.75879
O  0.53301  1.57554  -2.00242
Br  -1.93317  2.49205  0.84052
H  0.54339  1.32599  1.10376
H  -0.00388  -3.64567  -0.16037

Calculated values
**Multiplicity**: 3
**Electronic energy**: -2894.624817 Eh
**Orbital gap (alpha / beta)**: 0.25458 / 0.30222 Eh
**Expectation value of S²**: 2.013
**LUMO energy (alpha / beta)**: 0.4 / -2.4 eV

No. 6
This record from the OMol25 dataset describes a molecular structure, C3H2BrO3S in a non-equilibrium geometry. The level of theory is ωB97M-V with the def2-TZVPD basis set.

Element x y z (Å)
C  0.41394  1.47208  2.83274
C  -0.08830  0.70459  2.01266
C  -0.44998  -0.76509  -0.08375
O  -0.55992  -1.35828  -2.40213
O  -0.57726  1.06141  -1.91960
O  1.51247  -0.20192  -1.94635
S  0.11489  -0.19822  -1.74450
Br  0.52219  -2.28296  0.12748
H  0.73002  2.33601  3.29603
H  -1.61805  -0.76763  -0.17257

Calculated values
**Electronic energy**: -3313.274005 Eh
**Total charge**: -1
**Orbital gap (alpha / beta)**: 0.28988 / 0.28999 Eh
**LUMO energy (alpha / beta)**: 1.9 / 1.9 eV

Relative energy (zero: lowest compared OMol25 entry of this formula, charge and spin) across the listed records, respectively: 33.1 50.3 33.5 97.9 7.7 105.5 kcal/mol.